15
Properties=species:S:1:pos:R:3:forces:R:3:mulliken_charge:R:1 method="wB97M-V/def2-TZVPD" homo_energy_ev=-8.35 smiles="C[C@]12C[C@@]1(N=O)C(=C=O)S2" lumo_energy_ev=-0.80 de_lowest_kj_mol=432.4
H -0.001 1.000 -1.634 0.466 -0.159 -0.097 0.3122
H 0.760 -1.540 1.208 0.057 2.014 -1.447 0.2991
N -1.365 2.324 0.382 1.315 2.177 0.305 -0.2279
C 0.471 -0.415 1.005 2.229 -0.844 0.566 -1.1454
C -0.677 -0.286 0.081 -1.604 0.103 -0.268 0.7564
C -4.272 0.132 -0.089 1.966 2.731 0.407 0.5006
H -1.486 -0.078 -2.061 0.903 0.533 0.977 0.2244
C -0.810 0.379 -1.287 -0.244 -0.475 0.483 -0.7721
O -5.435 0.152 -0.070 0.308 -0.693 -0.233 -0.3950
H 0.273 -0.225 2.066 -0.688 0.786 -0.358 0.3452
C -1.486 1.050 -0.103 -4.145 -3.541 -0.971 0.4028
O -0.318 2.916 0.123 -1.026 -1.074 0.237 -0.3534
S -2.167 -1.397 0.416 1.034 1.831 -0.360 -0.2059
H 1.301 0.323 0.674 -0.931 -1.728 0.578 0.2765
C -2.947 0.289 0.090 0.357 -1.661 0.181 -0.0176



14
Properties=species:S:1:pos:R:3:forces:R:3:mulliken_charge:R:1 method="wB97M-V/def2-TZVPD" homo_energy_ev=-9.10 lumo_energy_ev=0.27 de_lowest_kj_mol=140.5
H -0.968 0.543 -2.343 4.095 1.451 1.351 0.3081
H -0.270 2.730 -0.167 -0.297 -0.412 2.293 0.1483
S -0.114 2.829 -1.419 0.352 0.000 -2.424 -0.1670
C 1.335 1.022 -2.646 0.880 0.695 -2.520 0.0969
C -0.758 -0.018 0.299 0.680 -0.592 -1.496 -0.3328
N 2.056 1.309 -3.506 -0.316 -0.746 1.046 -0.4275
C 0.346 0.202 -0.508 -2.732 0.565 0.221 0.0598
C 1.089 -0.833 1.255 1.200 0.101 -0.150 -0.2845
H 1.931 -1.057 1.908 -0.501 -0.331 -0.305 0.4116
H -1.808 0.168 0.016 0.853 0.017 0.401 0.3819
O 1.453 -0.288 0.059 0.606 0.656 -0.596 -0.3573
C -0.236 -0.754 1.387 -1.739 0.382 2.432 -0.5350
H -0.803 -0.957 2.315 0.538 -0.252 -0.806 0.3201
C 0.211 1.022 -1.778 -3.617 -1.534 0.552 0.3776



18
Properties=species:S:1:pos:R:3:forces:R:3:mulliken_charge:R:1 method="wB97M-V/def2-TZVPD" homo_energy_ev="-10.94 / -13.95" s2=2.011 spin_multiplicity=3 lumo_energy_ev="-4.53 / -5.79" de_lowest_kj_mol=48.4 total_charge=+1
O -2.307 0.796 -1.699 2.071 -1.823 -0.190 -0.2786
O -0.272 1.020 1.616 -0.779 -0.178 -0.003 -0.3791
H -1.187 0.734 1.777 0.528 0.175 -0.031 0.2744
C -1.416 -2.558 -2.692 -1.497 -1.073 -1.119 0.2465
O 2.056 0.052 0.007 -2.283 -1.442 -1.658 -0.2762
O 1.654 -4.005 -1.289 -1.671 2.735 -0.708 -0.2445
C -1.411 0.068 -1.673 -1.548 1.743 0.482 0.1913
C 0.054 3.371 -0.296 0.099 4.292 1.297 0.4454
H -0.045 0.667 3.684 0.180 0.047 -0.341 0.3008
H -0.002 1.823 -0.730 -0.045 -1.026 -0.358 -0.2558
H 0.966 -0.333 2.592 -0.031 0.150 0.156 0.2235
H 1.329 1.405 2.807 -0.140 -0.237 0.092 0.2349
C 1.207 -0.431 -0.606 1.964 1.529 1.266 0.2124
O -2.173 -3.220 -3.251 2.059 1.764 1.522 -0.2496
Pt -0.132 -1.444 -1.636 -0.147 -1.019 -0.279 1.1366
O 0.122 4.446 0.107 -0.143 -3.564 -1.130 -0.1639
C 1.029 -3.052 -1.464 1.197 -2.090 0.797 0.1678
C 0.527 0.662 2.744 0.186 0.018 0.205 -0.5859



18
Properties=species:S:1:pos:R:3:forces:R:3:mulliken_charge:R:1 method="wB97M-V/def2-TZVPD" homo_energy_ev="-22.70 / -22.60" s2=2.014 spin_multiplicity=3 lumo_energy_ev="-15.17 / -17.03" de_lowest_kj_mol=0.0 total_charge=+3
H 2.244 -1.523 1.493 0.580 -0.118 0.028 0.4419
H -0.809 -0.458 -2.030 0.134 0.569 0.843 0.2416
H -0.340 -1.691 2.586 -0.532 0.686 0.178 0.3210
O 1.436 -1.046 1.780 -0.866 -0.735 0.974 -0.0973
C -0.510 1.206 1.089 0.341 0.444 6.871 0.3254
W -0.545 1.034 -0.929 -1.502 -0.915 -3.355 0.5509
H 0.986 -2.854 2.686 0.631 -0.740 0.180 0.4015
C 1.292 1.527 -1.404 9.204 0.912 -1.498 0.4527
C -0.365 -0.955 -0.697 1.334 -4.289 1.897 0.3023
O -0.373 2.628 -4.480 -0.151 -3.824 2.839 -0.0041
O -3.629 1.354 -1.660 5.445 -0.326 1.360 -0.0672
O 2.413 1.728 -1.663 -5.282 -0.648 1.039 -0.1002
C -2.506 1.260 -1.366 -8.353 0.404 -1.626 0.5296
O -0.178 -2.081 -0.359 -1.020 5.031 -1.865 -0.2723
H 0.998 -1.410 3.700 0.267 0.562 1.227 0.3509
C -0.417 1.768 -3.717 -0.036 3.735 -1.746 0.2074
O -0.423 1.330 2.246 -0.515 -0.499 -5.386 -0.1630
C 0.724 -1.817 2.726 0.320 -0.251 -1.959 -0.4211



12
Properties=species:S:1:pos:R:3:forces:R:3:mulliken_charge:R:1 method="wB97M-V/def2-TZVPD" homo_energy_ev=-8.37 smiles="C=CC#CC=C=P" lumo_energy_ev=0.05 de_lowest_kj_mol=127.4
C 1.000 0.629 0.137 -3.822 0.555 -0.037 0.5201
H -3.658 -0.865 -1.392 -0.469 0.138 0.964 0.0350
H -1.963 2.366 0.233 1.297 -1.975 -0.603 0.2580
C -2.537 0.349 0.073 0.115 0.682 -0.011 -0.0035
H 1.549 -1.925 0.111 -0.364 0.247 0.391 0.3048
H 3.157 0.885 0.015 -1.601 -2.454 0.932 0.2266
C -1.574 1.270 0.084 -1.881 0.410 0.605 -0.5855
C -0.220 0.833 0.080 3.111 0.688 0.397 0.4912
H 3.379 -1.680 0.152 -0.689 0.068 0.179 0.2361
P -3.801 -0.699 0.075 0.832 0.009 -1.135 -0.2358
C 2.367 -1.234 0.219 2.730 -1.859 -0.492 -0.6319
C 2.299 0.070 0.212 0.741 3.490 -1.190 -0.6152



12
Properties=species:S:1:pos:R:3:forces:R:3:mulliken_charge:R:1 method="wB97M-V/def2-TZVPD" homo_energy_ev="-7.90 / -7.90" smiles="C=C=C=C1CC1" lumo_energy_ev="0.02 / 0.02" de_lowest_kj_mol=594.4
H -1.675 1.339 -0.796 -0.566 0.332 -0.302 0.2549
H -2.564 -1.110 0.783 -0.016 -0.777 0.138 0.2405
C 3.471 -0.089 -0.066 -1.448 0.059 0.292 -0.9408
H -2.062 -1.234 -1.001 -0.390 -0.700 -1.515 0.2812
H 4.289 -0.607 0.324 0.403 -2.225 0.782 0.2842
C 0.932 -0.014 -0.035 -5.652 -1.331 0.827 0.5502
H 3.994 0.688 -0.559 -0.700 1.736 -0.528 0.2531
C -0.398 -0.116 0.101 -0.121 -0.492 -0.580 -0.2929
C -1.628 0.659 0.036 1.542 1.137 -1.763 -0.3563
C 2.151 -0.251 0.086 4.572 0.606 -0.790 0.0516
C -2.050 -0.753 -0.083 3.268 1.307 2.649 -0.5264
H -1.694 1.149 0.976 -0.893 0.349 0.791 0.2007



12
Properties=species:S:1:pos:R:3:forces:R:3:mulliken_charge:R:1 method="wB97M-V/def2-TZVPD" homo_energy_ev=-9.20 smiles=C#CCCC#C lumo_energy_ev=0.80 de_lowest_kj_mol=577.8
H -0.929 0.224 -1.390 -0.736 -0.604 3.056 0.2183
C 0.425 -0.277 0.723 -0.434 -0.085 -0.360 -0.5496
C -0.075 0.466 -0.566 -1.162 -0.136 -0.669 -0.3383
H 1.526 -0.537 -3.496 0.069 -0.521 -0.635 0.2779
C -1.265 0.122 2.751 0.294 -0.087 -0.357 0.1822
C -0.485 -0.072 1.855 -0.444 0.047 0.268 -0.4704
H -0.401 1.473 -0.330 0.695 0.421 -0.308 0.4308
C 0.685 -0.527 -2.845 0.751 0.925 0.302 -0.3615
H 1.430 0.084 1.030 -0.552 0.100 -0.542 0.2773
H 0.559 -1.347 0.537 -0.171 0.116 -0.087 0.3089
C 0.498 0.109 -1.809 1.529 -0.154 -0.547 -0.3715
H -1.967 0.281 3.540 0.160 -0.023 -0.121 0.3959



12
Properties=species:S:1:pos:R:3:forces:R:3:mulliken_charge:R:1 method="wB97M-V/def2-TZVPD" homo_energy_ev=-9.71 smiles=C#CC(C)C#C lumo_energy_ev=1.01 de_lowest_kj_mol=408.1
C 1.008 -0.670 0.399 0.613 -0.119 -0.208 -0.7886
C -0.200 1.260 0.305 -0.142 0.591 0.039 -0.8036
H -1.582 -1.899 -0.211 0.118 0.197 -0.060 0.3224
H -0.873 -0.354 1.402 0.234 -0.134 -0.074 0.2181
H -2.081 -0.385 -0.985 0.125 0.026 0.143 0.3400
C -1.217 -0.959 -0.640 -0.058 0.048 -0.062 -1.2324
H 0.423 3.440 0.464 -0.082 -0.183 -0.088 0.3985
C 0.139 2.413 0.386 -0.378 -0.429 -0.122 0.0606
C -0.390 -0.204 0.429 0.065 0.037 0.038 0.6692
C 2.173 -0.763 0.118 -0.443 0.121 0.146 0.0749
H -0.594 -1.215 -1.502 -0.103 0.193 0.106 0.3365
H 3.194 -0.665 -0.166 0.050 -0.349 0.142 0.4043



12
Properties=species:S:1:pos:R:3:forces:R:3:mulliken_charge:R:1 method="wB97M-V/def2-TZVPD" homo_energy_ev=-9.51 lumo_energy_ev=0.32 de_lowest_kj_mol=559.5
C 2.819 0.125 0.580 -0.658 -0.255 -0.277 0.1965
C 0.013 -1.788 -1.050 0.637 0.290 0.417 -0.6793
H -1.784 0.510 -1.420 0.160 0.020 0.250 0.3073
H -0.597 1.555 -0.618 -0.145 -0.066 0.058 0.3068
C 0.554 -0.898 -0.273 -0.156 -0.389 -0.345 0.4190
C 1.790 -0.350 0.164 0.461 0.217 0.078 -0.5063
H -2.186 1.269 0.134 0.119 -0.009 -0.086 0.2949
H 3.733 0.552 0.939 -0.229 -0.129 -0.098 0.4079
C -0.824 -0.396 0.303 -0.270 0.111 0.149 -0.5193
H -0.571 -0.186 1.347 -0.107 -0.006 -0.072 0.3732
C -1.379 0.808 -0.445 0.025 0.101 -0.002 -0.9569
H -1.569 -1.202 0.339 0.164 0.115 -0.073 0.3562



12
Properties=species:S:1:pos:R:3:forces:R:3:mulliken_charge:R:1 method="wB97M-V/def2-TZVPD" homo_energy_ev=-8.10 smiles=C1C23CC24CC134 lumo_energy_ev=0.36 de_lowest_kj_mol=756.3
C -1.656 0.223 -0.228 -0.550 -1.148 1.127 -0.5313
C 0.790 -1.340 0.319 1.597 0.802 -2.563 -0.4879
C 0.859 0.008 -0.569 -2.008 -3.787 0.532 -0.2593
H 1.300 -2.204 -0.128 -0.927 0.212 -0.189 0.2667
H 0.950 -1.218 1.326 0.619 0.022 2.478 0.2644
C 0.759 1.312 0.001 1.225 2.895 1.170 -0.2774
H -2.406 -0.169 0.431 -0.505 0.072 0.389 0.1993
H -2.077 0.541 -1.122 -0.213 0.726 -1.968 0.3305
C -0.505 0.672 0.531 1.015 0.950 0.191 -0.1414
H 1.588 1.555 0.681 -0.392 -0.162 0.070 0.2035
H 0.643 2.189 -0.644 -0.454 -0.288 0.001 0.2518
C -0.415 -0.623 -0.108 0.593 -0.295 -1.237 0.1812



12
Properties=species:S:1:pos:R:3:forces:R:3:mulliken_charge:R:1 method="wB97M-V/def2-TZVPD" homo_energy_ev=-9.14 smiles=C#CC#CCC lumo_energy_ev=0.33 de_lowest_kj_mol=512.5
C 1.404 0.545 -1.365 -0.594 -0.286 0.273 -0.4191
H -2.573 0.797 -0.200 0.112 0.004 0.048 0.3013
H -2.068 -0.102 1.245 -0.041 0.101 -0.147 0.2901
C -0.774 -0.421 -0.437 -0.061 -0.084 0.006 -0.1039
H -1.172 1.343 0.751 -0.106 -0.142 -0.059 0.3162
C -1.709 0.464 0.381 -0.101 0.065 0.032 -0.9747
C 2.767 -0.452 0.548 0.202 0.302 -0.424 -0.3384
H 3.115 -0.951 1.421 0.215 0.112 -0.119 0.3547
H -0.042 -0.893 0.257 -0.369 -0.057 -0.131 0.1457
C 2.361 0.113 -0.442 0.208 -0.260 0.475 0.3488
C 0.222 0.259 -1.263 0.570 0.066 0.058 -0.2202
H -1.290 -1.235 -0.952 -0.035 0.180 -0.013 0.2995



12
Properties=species:S:1:pos:R:3:forces:R:3:mulliken_charge:R:1 method="wB97M-V/def2-TZVPD" homo_energy_ev=-9.67 lumo_energy_ev=0.24 de_lowest_kj_mol=562.4
H -3.097 0.221 0.678 0.126 0.095 -0.106 0.2936
C -0.054 -0.287 -0.259 -0.337 0.171 0.159 -0.1084
C -1.144 0.213 -0.142 0.446 -0.156 0.017 0.7032
H 1.287 -1.475 -1.371 0.117 0.278 0.119 0.3512
H 1.393 -1.696 0.347 -0.116 -0.123 -0.026 0.3216
H -2.363 1.823 0.495 0.014 -0.171 -0.078 0.2873
C 2.529 -0.013 -0.158 -0.344 -0.282 0.257 -0.0160
C 2.587 0.496 -1.323 0.392 0.313 -0.499 -0.5169
H -2.973 0.961 -0.927 0.135 -0.043 0.134 0.2926
H 3.052 -0.014 0.789 -0.242 0.077 -0.208 0.3569
C -2.460 0.835 0.032 -0.064 0.016 0.007 -1.2818
C 1.251 -0.934 -0.419 -0.128 -0.176 0.225 -0.6833



The records above yield total energy values of -834.8257, -759.7135, -801.9605, -748.6855, -572.7911, -231.9999, -232.0062, -232.0709, -232.0132, -231.9383, -232.0311, -232.0121 a.u., respectively.